13 unconnected molecules or ions with the total composition C103H221N11O13S2. Source: the Open Molecules 2025 dataset; level of theory: the ωB97M-V functional and the def2-TZVPD basis.

Each line ends with the Mulliken charge.
CARTESIAN COORDINATES (ANGSTROEM)
1 C 4.405619 -3.300027 -2.856725  -0.972
2 S 2.786949 -3.716657 -3.554505  0.829
3 O 2.261869 -4.607737 -2.454045  -0.720
4 C 1.849839 -2.212777 -3.446085  -0.069
5 H 5.188429 -4.015467 -3.108625  0.425
6 H 4.205949 -3.369927 -1.787455  0.344
7 H 4.808259 -2.290297 -2.936835  -0.012
8 H 2.356509 -1.340987 -3.860045  0.122
9 H 1.814199 -2.088907 -2.363725  -0.494
10 H 0.826979 -2.246537 -3.821215  0.425
11 C 5.875659 -1.772427 5.188445  -0.794
12 S 6.409249 -3.432297 5.469415  0.506
13 O 7.874639 -3.335897 5.112105  -0.652
14 C 6.336059 -3.128197 7.363675  -1.021
15 H 6.715409 -1.081617 5.263905  0.410
16 H 4.956459 -1.596577 5.747235  0.177
17 H 5.467239 -1.743457 4.178275  0.322
18 H 6.820379 -2.186697 7.622755  0.328
19 H 6.741239 -4.068237 7.738195  0.377
20 H 5.331999 -3.211407 7.779645  0.344
21 C -6.348471 3.663363 -5.319365  -1.985
22 C -5.803081 2.457313 -4.514415  1.782
23 C -4.237881 2.535813 -4.395025  -1.697
24 C -3.674481 1.441543 -3.469215  0.175
25 C -4.086631 1.769593 -2.092855  0.737
26 C -5.696361 1.711433 -2.007375  1.087
27 N -6.301311 2.388283 -3.107075  0.420
28 O -7.677451 2.313323 -3.071845  -0.512
29 C -6.222081 0.233753 -1.777725  -1.392
30 C -5.997111 2.379463 -0.623765  -1.788
31 C -6.153031 1.182593 -5.296885  -1.566
32 H -6.147601 3.574653 -6.387025  0.374
33 H -5.989571 4.602723 -4.898785  0.385
34 H -7.429431 3.562943 -5.417055  0.512
35 H -3.721701 2.291143 -5.323355  0.501
36 H -3.898171 3.498313 -4.012555  0.346
37 H -2.609711 1.224483 -3.554245  -0.501
38 H -4.153621 0.541403 -3.854265  0.111
39 H -3.697431 2.737463 -1.776865  0.470
40 H -3.692171 0.896153 -1.573625  -0.521
41 H -5.958471 -0.332627 -2.670935  0.008
42 H -5.719611 -0.299587 -0.970765  0.125
43 H -7.311981 0.231643 -1.762375  0.582
44 H -5.543701 1.731293 0.126165  0.185
45 H -5.647931 3.404023 -0.495555  0.442
46 H -7.059621 2.443653 -0.389135  0.445
47 H -5.318661 0.860653 -5.920005  0.293
48 H -7.008321 1.309293 -5.960605  0.379
49 H -6.300951 0.356123 -4.601785  0.266
50 H -7.815901 3.255883 -2.953505  0.386
51 C -1.754901 5.662573 2.151705  -1.733
52 C -1.527001 6.746383 0.969455  1.500
53 C -0.542631 7.837613 1.671925  -1.063
54 C 0.422769 8.517503 0.629875  -0.893
55 C 1.017979 7.494283 -0.317605  -0.541
56 C 0.049089 6.639563 -1.166545  2.732
57 N -0.796241 6.016143 -0.129815  0.314
58 O -1.505321 4.887513 -0.566635  -0.090
59 C -0.922851 7.448703 -2.030575  -1.928
60 C 0.876359 5.667253 -2.006395  -1.775
61 C -2.758261 7.556153 0.483225  -1.739
62 H -2.077231 6.053553 3.116765  0.750
63 H -0.783221 5.242203 2.410955  -0.041
64 H -2.543881 4.958653 1.886935  0.203
65 H -1.131331 8.611593 2.164345  0.460
66 H 0.015759 7.362603 2.478565  0.076
67 H 1.311879 8.733893 1.222135  0.479
68 H 0.064979 9.427693 0.148595  0.431
69 H 1.743249 6.868103 0.201995  -0.688
70 H 1.502019 8.131313 -1.057875  0.570
71 H -1.965871 7.133123 -2.055375  0.275
72 H -0.985301 8.521773 -1.849705  0.261
73 H -0.620471 7.257543 -3.060195  0.558
74 H 1.517149 6.148973 -2.744925  0.816
75 H 1.383149 5.031103 -1.280735  -0.236
76 H 0.276269 4.899113 -2.494185  -0.068
77 H -2.499031 8.558593 0.142595  0.323
78 H -3.390481 7.681133 1.362295  0.537
79 H -3.376551 7.148503 -0.316545  0.169
80 H -1.088551 4.110213 -0.187555  0.051
81 C 2.261239 -6.585947 6.913035  -2.092
82 C 1.137649 -5.681237 6.339085  1.468
83 C -0.011251 -5.721947 7.416735  -1.211
84 C -1.062961 -4.629267 7.217855  -0.328
85 C -0.389331 -3.242557 7.123775  -1.247
86 C 0.730009 -3.170647 6.010215  1.474
87 N 1.664339 -4.320217 6.155385  0.563
88 O 2.768419 -4.305527 5.317305  -0.371
89 C -0.062001 -3.287567 4.639625  -1.207
90 C 1.426459 -1.854327 6.157805  -1.951
91 C 0.597629 -6.465687 5.073595  -1.584
92 H 1.906019 -7.447117 7.478995  0.378
93 H 2.938799 -6.068547 7.592225  0.395
94 H 2.941819 -6.727027 6.073385  0.475
95 H -0.563951 -6.656207 7.317835  0.512
96 H 0.426659 -5.528097 8.395895  0.378
97 H -1.758381 -4.747707 8.048795  0.462
98 H -1.771661 -4.637107 6.389745  -0.026
99 H 0.031199 -2.803207 8.028335  0.407
100 H -1.259681 -2.617977 6.922545  0.418
101 H -0.862261 -4.027307 4.617935  0.039
102 H -0.662571 -2.384597 4.529765  0.044
103 H 0.499479 -3.444777 3.718685  0.409
104 H 0.690079 -1.073617 5.967215  0.337
105 H 1.803669 -1.739937 7.174035  0.569
106 H 2.346919 -1.800717 5.576445  0.258
107 H 1.417399 -6.691067 4.391475  0.342
108 H -0.032881 -5.884907 4.400355  0.227
109 H 0.141279 -7.439227 5.252675  0.450
110 H 3.424109 -4.469537 5.999035  0.329
111 C 2.896119 0.690003 -6.963535  -1.314
112 C 1.588629 1.434373 -7.322345  1.918
113 C 0.413299 0.600833 -6.902135  -2.233
114 C 0.003629 0.716433 -5.456275  0.587
115 C -0.175711 2.227723 -5.066195  -1.204
116 C 1.103339 3.089053 -5.421605  3.619
117 N 1.493229 2.816963 -6.787575  0.226
118 O 2.533379 3.584143 -7.339375  -0.513
119 C 0.741509 4.555783 -5.501445  -2.534
120 C 2.184109 2.858143 -4.493195  -1.646
121 C 1.509209 1.285613 -8.856495  -2.057
122 H 3.817809 1.201553 -7.240865  0.307
123 H 3.143459 -0.350137 -7.175725  0.433
124 H 2.940999 0.643993 -5.875435  0.022
125 H -0.459541 0.805533 -7.522095  0.420
126 H 0.586349 -0.429247 -7.213715  0.665
127 H 0.754179 0.323043 -4.770705  -0.901
128 H -0.996021 0.297213 -5.341985  0.651
129 H -0.119751 2.273493 -3.978595  -0.209
130 H -1.195221 2.589143 -5.200705  0.301
131 H 0.177039 4.853673 -4.617855  0.348
132 H 1.518619 5.317703 -5.440925  0.476
133 H 0.006649 4.837073 -6.255745  0.523
134 H 3.159369 3.161443 -4.873965  0.608
135 H 2.135959 3.297593 -3.496865  0.200
136 H 2.442519 1.822643 -4.271675  -0.247
137 H 1.254419 0.317753 -9.288285  0.372
138 H 2.392229 1.678003 -9.360885  0.344
139 H 0.667249 1.795703 -9.324475  0.515
140 H 2.174749 4.437173 -7.594965  0.374
141 C 0.971819 1.440963 -0.793425  -0.729
142 C -0.114521 0.531333 -0.191585  2.385
143 C 0.602099 -0.752647 0.439805  -0.869
144 C 1.166229 -0.621437 1.907225  -0.594
145 C 0.171349 0.229183 2.780735  0.080
146 C -0.494801 1.482693 2.235325  3.700
147 N -0.911071 1.251923 0.855115  0.450
148 O -1.754181 2.221383 0.393195  0.585
149 C -1.770001 1.639643 3.087795  -2.553
150 C 0.500429 2.677683 2.330905  0.360
151 C -1.121811 -0.033607 -1.233405  -1.496
152 H 0.647069 2.379953 -1.241675  -0.158
153 H 1.326379 1.020283 -1.734385  0.235
154 H 1.853159 1.584383 -0.168305  -0.240
155 H -0.223291 -1.460747 0.513445  0.481
156 H 1.388959 -1.173207 -0.186365  -0.072
157 H 2.182129 -0.289027 2.120675  -0.021
158 H 1.126789 -1.569317 2.443935  0.312
159 H 0.821229 0.560033 3.590855  -0.649
160 H -0.488151 -0.451117 3.319565  -0.713
161 H -1.523291 1.732433 4.145445  0.577
162 H -2.319671 2.523873 2.765155  0.144
163 H -2.631441 0.979473 2.986915  0.075
164 H 0.531599 3.062233 3.350335  -0.110
165 H 1.496819 2.307203 2.089975  -0.423
166 H 0.264149 3.459963 1.609575  -0.470
167 H -1.963781 -0.613917 -0.855995  0.702
168 H -0.626011 -0.666227 -1.969665  -0.105
169 H -1.478921 0.777783 -1.867605  -0.266
170 H -2.543611 1.761413 0.098505  -0.180
171 C -7.841391 -5.412687 -2.274185  -1.482
172 C -6.929921 -5.306187 -3.547915  1.985
173 C -6.226051 -3.979137 -3.617235  -1.969
174 C -4.992201 -3.994497 -2.775145  0.773
175 C -4.033161 -5.220967 -2.944145  -0.890
176 C -4.708761 -6.640817 -3.122295  2.271
177 N -5.929851 -6.437027 -3.771855  0.028
178 O -6.629501 -7.610247 -3.915635  -0.488
179 C -3.810621 -7.438367 -4.046315  -2.414
180 C -4.817411 -7.250607 -1.696715  -1.839
181 C -7.928071 -5.185647 -4.681095  -2.116
182 H -8.893031 -5.544457 -2.528725  0.457
183 H -7.900221 -4.776247 -1.391245  0.306
184 H -7.620961 -6.408587 -1.889875  0.225
185 H -5.926311 -3.860317 -4.658455  0.600
186 H -6.906171 -3.131407 -3.534285  0.407
187 H -5.315511 -4.124207 -1.742315  -0.941
188 H -4.417111 -3.089177 -2.969475  0.635
189 H -3.447111 -5.160527 -2.027085  0.479
190 H -3.326831 -4.977677 -3.737875  -0.316
191 H -2.875471 -7.798167 -3.617205  0.415
192 H -4.313031 -8.318937 -4.446675  0.385
193 H -3.646091 -6.869167 -4.961215  0.498
194 H -5.273951 -8.231407 -1.563635  0.438
195 H -3.865181 -7.275817 -1.166885  0.418
196 H -5.520131 -6.692767 -1.077775  0.326
197 H -7.477721 -4.826207 -5.606335  0.500
198 H -8.711411 -4.478667 -4.407865  0.482
199 H -8.210021 -6.189587 -4.998445  0.361
200 H -6.967691 -7.772117 -3.031875  0.419
201 C -2.707661 3.140233 6.644815  -2.171
202 C -1.509171 3.704293 7.450415  2.013
203 C -1.438421 2.956333 8.735335  -1.385
204 C 0.062459 3.012263 9.391055  -0.994
205 C 1.164799 2.705193 8.420155  -0.838
206 C 1.071469 3.406903 7.066575  1.615
207 N -0.312351 3.454403 6.611575  0.207
208 O -0.432261 4.071033 5.362265  0.233
209 C 1.668939 4.838033 7.214165  -1.628
210 C 1.982609 2.562263 6.047555  -1.113
211 C -1.798441 5.124043 7.822015  -1.866
212 H -2.728111 3.750473 5.741885  0.430
213 H -3.640911 3.011913 7.193165  0.420
214 H -2.530971 2.189163 6.142475  0.486
215 H -2.117411 3.268103 9.528975  0.397
216 H -1.779531 1.933593 8.574895  0.468
217 H -0.074541 2.355703 10.250275  0.449
218 H 0.112599 4.012523 9.821265  0.360
219 H 1.201779 1.620083 8.323975  0.301
220 H 2.110559 3.009023 8.868865  0.413
221 H 1.489699 5.418613 6.309235  0.173
222 H 1.021749 5.340313 7.933165  0.442
223 H 2.671829 5.044773 7.587745  0.413
224 H 2.673669 3.094973 5.394285  -0.650
225 H 2.607099 1.910913 6.658995  0.704
226 H 1.340999 1.899833 5.466505  0.051
227 H -1.658221 5.741303 6.934635  0.174
228 H -1.201471 5.632503 8.579115  0.356
229 H -2.788901 5.228343 8.264955  0.533
230 H -0.914811 3.420923 4.846415  -0.267
231 C -7.176161 -5.825327 2.964615  -2.183
232 C -5.913161 -4.966877 2.694395  2.207
233 C -5.985481 -4.406097 1.177005  -0.436
234 C -5.177011 -3.188437 0.934625  0.080
235 C -5.341811 -2.151867 2.020685  -1.987
236 C -5.203331 -2.582827 3.415685  2.411
237 N -6.064711 -3.783907 3.620535  0.220
238 O -5.981711 -4.164557 4.911015  -0.482
239 C -3.696541 -2.831347 3.655825  -1.951
240 C -5.693011 -1.328477 4.307785  -1.748
241 C -4.775641 -5.913777 2.892775  -2.175
242 H -7.111101 -6.499497 3.818635  0.515
243 H -7.315331 -6.313727 2.000145  0.482
244 H -8.172481 -5.389117 3.036445  0.409
245 H -5.746051 -5.319897 0.633185  -0.416
246 H -7.039851 -4.171097 1.031465  0.362
247 H -5.258321 -2.744917 -0.057735  0.094
248 H -4.151561 -3.512107 1.112895  -0.109
249 H -6.368261 -1.848257 1.814955  0.635
250 H -4.667381 -1.303067 1.907685  0.199
251 H -3.065921 -1.946567 3.568745  0.065
252 H -3.597461 -3.324847 4.622645  0.682
253 H -3.236641 -3.596807 3.030785  0.235
254 H -5.093601 -0.447907 4.076715  0.234
255 H -6.666511 -1.091857 3.878345  0.503
256 H -5.641311 -1.567427 5.370015  0.410
257 H -3.830101 -5.441127 2.626965  0.356
258 H -4.858441 -6.956357 2.585755  0.427
259 H -4.635311 -6.066767 3.962825  0.531
260 H -6.879181 -4.495147 4.993815  0.425
261 C 7.209029 0.227753 -4.532775  -1.867
262 C 7.035469 1.078913 -3.253685  1.828
263 C 6.286719 2.349363 -3.619165  -1.459
264 C 5.688059 3.059173 -2.378465  -0.940
265 C 4.863849 2.109853 -1.537695  0.511
266 C 5.654619 0.918813 -1.105705  2.079
267 N 6.193929 0.301923 -2.324775  0.670
268 O 6.888939 -0.806847 -1.956625  -0.511
269 C 6.645769 1.339963 0.072725  -1.681
270 C 4.759729 -0.125617 -0.525965  -1.182
271 C 8.537089 1.439333 -2.724025  -1.650
272 H 6.379579 -0.445547 -4.749025  0.238
273 H 7.978189 -0.536747 -4.423065  0.475
274 H 7.326589 0.772453 -5.469565  0.419
275 H 7.100859 3.037253 -3.847345  0.615
276 H 5.435799 2.190593 -4.281615  0.054
277 H 4.987839 3.792103 -2.779215  0.435
278 H 6.343739 3.615753 -1.708835  0.236
279 H 3.948459 1.923293 -2.099255  -0.596
280 H 4.560299 2.661733 -0.648095  -0.554
281 H 6.473279 2.229613 0.678425  -0.255
282 H 7.056429 0.481163 0.603685  0.595
283 H 7.597129 1.739983 -0.278005  0.462
284 H 5.354379 -0.898587 -0.039125  0.615
285 H 4.123249 0.411073 0.177555  0.117
286 H 4.185669 -0.626527 -1.305475  -0.093
287 H 8.688909 2.516833 -2.660475  0.328
288 H 9.174809 1.149263 -3.559055  0.525
289 H 8.790759 1.038193 -1.742785  0.243
290 H 7.545999 -0.474707 -1.340545  0.414
291 C 1.666119 -8.754767 -6.115145  -1.886
292 C 2.197569 -7.356367 -5.854305  1.363
293 C 2.913259 -6.926147 -7.186415  -1.219
294 C 1.994419 -6.399547 -8.242725  -0.873
295 C 0.943709 -5.386447 -7.757525  -1.183
296 C 0.173439 -5.889667 -6.466685  1.459
297 N 1.125409 -6.388457 -5.486165  1.059
298 O 0.661269 -6.651797 -4.248755  -0.513
299 C -0.459051 -4.503697 -5.879795  -1.378
300 C -0.999771 -6.973907 -6.789985  -1.688
301 C 3.220619 -7.430327 -4.715965  -1.314
302 H 2.476779 -9.478847 -6.033675  0.514
303 H 1.348349 -8.960117 -7.137375  0.358
304 H 0.842519 -9.024887 -5.454225  0.284
305 H 3.742069 -6.262307 -6.940485  0.374
306 H 3.359019 -7.848357 -7.559135  0.373
307 H 1.555849 -7.283257 -8.706205  0.309
308 H 2.499399 -5.957607 -9.101655  0.456
309 H 0.328109 -5.033777 -8.585025  0.503
310 H 1.459379 -4.450197 -7.543965  0.309
311 H -1.128111 -4.680437 -5.037645  0.091
312 H 0.232309 -3.828087 -5.376115  -0.019
313 H -0.826051 -3.840587 -6.663185  0.606
314 H -0.634751 -7.550347 -7.640035  0.306
315 H -1.214751 -7.645917 -5.959145  0.228
316 H -1.838471 -6.343617 -7.085655  0.534
317 H 4.282789 -7.615717 -4.875715  0.377
318 H 2.837239 -8.077697 -3.927275  0.351
319 H 3.278459 -6.390867 -4.393065  0.070
320 H 0.836799 -5.833627 -3.778235  0.328
321 C 4.514109 3.334493 2.566625  -0.812
322 C 4.352449 4.917033 2.672305  1.783
323 C 4.890179 5.077673 4.156755  -1.099
324 C 5.199489 6.547953 4.581565  -0.945
325 C 6.268239 7.103663 3.559945  -1.616
326 C 5.916189 6.827843 1.990715  1.379
327 N 5.336829 5.492953 1.739525  0.335
328 O 5.041299 5.306323 0.358385  -0.046
329 C 4.990559 7.976313 1.492485  -1.531
330 C 7.331159 7.092123 1.368285  -1.974
331 C 2.936329 5.369433 2.526185  -0.102
332 H 3.868169 2.750563 3.222285  -0.066
333 H 5.400239 2.908123 3.036825  0.763
334 H 4.376559 2.981453 1.544595  -0.400
335 H 4.250139 4.672643 4.940585  -0.312
336 H 5.870439 4.646573 4.360105  0.634
337 H 5.626459 6.523293 5.584155  0.496
338 H 4.411679 7.301243 4.578705  0.342
339 H 7.289659 6.885623 3.871805  0.557
340 H 6.373949 8.185123 3.645855  0.518
341 H 4.720339 7.793373 0.452475  0.227
342 H 4.139569 8.109123 2.160525  0.246
343 H 5.666049 8.831113 1.526075  0.585
344 H 7.842409 7.988833 1.718465  0.404
345 H 8.047789 6.270813 1.368485  0.373
346 H 7.094709 7.204253 0.310165  0.513
347 H 2.894649 6.430643 2.771515  0.432
348 H 2.316109 4.770343 3.192915  -0.693
349 H 2.508719 5.396753 1.523935  -0.229
350 H 5.878039 5.080833 -0.054675  0.268

Atomic forces in eV per Å
C 0.03 1.04 1.01
S 0.54 -1.53 -0.50
O -0.47 0.31 -0.71
C 0.40 1.04 1.25
H -0.44 -0.14 -0.32
H -0.03 -0.34 0.14
H -0.18 0.16 -0.77
H 0.19 -0.15 -0.23
H -0.30 0.37 0.18
H 0.23 -0.57 -0.20
C -1.70 0.10 -1.47
S 1.71 1.33 1.90
O -1.07 -0.76 0.20
C -0.36 -1.74 -1.03
H -0.21 -0.11 0.45
H 0.37 0.42 0.61
H 0.45 0.12 -0.41
H 0.21 -0.39 -0.05
H 0.93 0.44 0.29
H -0.42 0.58 -0.48
C -0.26 -0.79 0.46
C 1.48 -0.80 0.08
C 0.61 -0.61 0.03
C -0.82 0.55 -1.60
C -1.99 -1.55 -0.11
C 1.45 -0.67 2.63
N 1.77 1.42 -1.30
O -0.95 0.38 0.07
C 0.81 0.49 -1.87
C -0.47 0.20 -0.41
C 0.19 -0.50 0.03
H 1.03 0.00 0.08
H -0.33 0.11 -0.19
H -0.30 0.45 0.85
H -0.55 0.74 -0.64
H -0.13 0.26 -0.19
H 0.17 0.57 -0.23
H -0.03 -0.49 0.46
H 0.02 -0.10 0.23
H -0.20 0.42 1.22
H 0.01 -0.27 -0.16
H -0.34 0.34 0.35
H 0.11 -0.02 0.52
H 0.07 0.18 0.16
H 0.45 0.00 -0.29
H -0.19 -0.34 -0.18
H 0.07 0.18 -0.20
H -0.16 -0.12 0.26
H -0.41 0.01 -0.17
H -1.14 0.01 0.11
C -0.50 1.16 -1.08
C 1.46 0.33 0.84
C -0.44 -0.36 -1.89
C 0.07 -1.57 1.83
C -0.54 0.89 -1.83
C -1.84 0.90 1.60
N 1.43 -1.25 2.11
O -0.85 0.61 -0.80
C 0.27 0.33 -1.74
C -0.89 -1.18 1.16
C -0.28 -0.33 0.67
H -0.22 0.87 -0.17
H -0.14 -0.46 -0.55
H 0.45 -0.43 -0.22
H -0.33 -0.11 -0.07
H 0.28 -0.20 -0.27
H -0.06 0.94 0.10
H -0.24 -0.22 0.05
H -0.10 -0.09 -0.19
H 0.82 -0.22 -0.14
H 0.17 -0.54 0.58
H 0.43 0.07 0.07
H 0.08 0.67 -0.38
H 0.08 0.07 0.35
H 0.92 0.24 -0.03
H -0.47 0.43 -0.36
H 0.34 0.00 0.07
H -0.24 0.14 -0.01
H 0.19 -0.56 0.15
H 0.07 -0.17 0.30
C 0.76 1.29 -0.51
C -1.25 -1.77 0.65
C -0.20 1.24 -1.71
C 0.59 0.67 0.73
C -0.11 -0.43 -0.08
C -1.85 -1.89 -1.38
N -2.19 -0.04 2.24
O 0.37 0.15 -0.45
C -0.39 0.80 0.28
C 0.71 -0.01 0.31
C 0.89 0.93 -0.89
H -0.01 -0.25 -0.71
H -0.40 0.52 0.53
H -0.10 -1.20 0.00
H 0.63 -0.37 0.43
H -0.05 -0.41 0.14
H 0.09 0.59 0.43
H 0.49 -0.88 -0.55
H 0.11 -0.62 0.40
H 0.43 0.73 -0.62
H 0.37 -0.38 0.43
H 0.25 0.44 -0.18
H 0.47 0.11 0.25
H 0.38 0.25 -0.22
H -0.27 -0.02 0.31
H -0.37 0.27 -0.64
H 0.45 -0.03 0.16
H -0.45 0.04 0.51
H -0.12 0.21 0.56
H 0.78 0.11 -0.46
C 1.10 0.43 2.05
C 0.67 -1.38 -1.44
C -1.10 -0.60 0.42
C -0.42 1.81 0.17
C 1.48 -0.65 1.06
C -2.01 0.85 -2.19
N -1.12 -2.26 -2.93
O 0.94 -0.22 0.75
C -1.51 1.60 1.73
C 3.09 -0.92 2.40
C -0.26 1.71 -1.30
H -0.22 0.52 -0.23
H -1.08 -0.19 -0.96
H 0.14 0.19 0.35
H -0.15 0.72 -0.01
H 0.44 -0.22 0.40
H -0.22 -0.47 -0.02
H 0.27 -0.62 0.40
H -0.10 -0.21 0.41
H 0.31 0.49 -1.14
H -0.11 -0.33 0.48
H 0.61 -0.46 -0.52
H 0.37 -0.46 -0.61
H -0.10 0.63 -0.42
H -0.56 0.41 0.01
H -0.68 -0.47 -0.11
H 0.75 -0.70 0.91
H 0.12 -0.14 0.05
H -0.19 0.91 0.45
H -0.49 -0.02 -0.06
C -0.13 -0.28 -1.49
C 0.54 -0.13 1.09
C -0.31 0.75 1.50
C -1.89 0.74 0.16
C 1.81 -0.65 0.51
C -0.33 -0.69 -0.56
N 0.65 -3.14 0.59
O -0.05 1.29 -0.89
C -0.56 1.75 -0.28
C -0.46 -0.63 0.08
C 0.86 0.85 -0.80
H -0.55 0.51 0.83
H 0.39 -0.78 -0.02
H -0.23 0.05 0.23
H 0.18 -0.36 0.02
H -0.24 0.24 -0.45
H 0.13 0.39 -0.97
H 0.11 -0.42 -0.55
H -0.07 0.32 0.35
H -0.62 0.06 -0.56
H 0.04 -0.12 0.07
H 0.46 0.79 0.27
H 0.78 -1.21 -0.18
H 0.06 0.24 -0.08
H 0.10 -0.01 -0.02
H -0.13 0.11 0.18
H 0.12 0.20 0.49
H 0.40 -0.26 0.20
H -0.29 0.19 0.24
H -0.33 0.02 -0.03
C -0.16 -2.15 0.26
C -0.30 1.21 0.56
C 1.25 -0.31 -1.18
C 0.17 -0.74 0.70
C -0.55 0.88 -0.20
C 2.16 1.34 1.84
N -2.68 2.54 -1.69
O -0.46 -0.94 -0.12
C -0.17 -0.88 -0.86
C -0.66 -0.13 0.52
C 0.45 -1.23 -1.49
H -0.02 0.21 -0.43
H 1.02 0.61 -0.36
H 0.00 -0.15 0.64
H 0.37 -0.15 -0.25
H -0.08 -0.05 0.89
H 0.01 0.82 0.31
H 0.10 0.11 0.60
H 0.18 -0.54 -0.01
H -0.13 -0.42 -0.34
H 0.07 0.40 0.16
H -0.25 -0.23 0.42
H 0.38 0.29 0.20
H 0.32 -0.51 -0.79
H 0.07 0.05 -0.21
H 0.21 0.75 0.00
H 0.36 0.32 0.09
H -0.19 -0.49 -0.07
H -1.02 0.06 0.41
H -0.39 -0.65 0.34
C 0.71 0.25 -1.16
C -0.53 -0.69 0.23
C 2.49 -1.65 1.40
C -3.40 0.54 -0.21
C -0.15 -0.49 0.57
C 1.73 0.42 -0.79
N -0.13 -1.28 0.77
O 0.22 0.63 -0.11
C -1.47 0.71 0.14
C -0.86 -0.02 1.01
C 0.03 1.89 -0.48
H -1.17 0.62 0.23
H 0.05 0.65 -0.05
H 0.57 -0.56 0.73
H -0.12 0.71 -0.32
H 0.59 -0.44 -0.11
H 0.82 -0.28 -0.05
H 0.35 0.17 -0.11
H 0.00 -0.10 -0.39
H 0.18 -0.11 -0.05
H 0.29 -0.17 -0.28
H -0.06 0.15 0.28
H 0.25 -0.81 -0.26
H -0.43 0.44 -0.02
H 0.12 -0.04 0.02
H -0.02 0.07 -0.15
H -0.54 0.26 -0.10
H 0.71 -0.65 0.12
H -0.34 -0.10 -0.57
H 0.03 -0.06 -0.36
C -0.50 -0.06 -1.23
C -2.07 1.31 -0.57
C -1.57 -1.23 2.23
C 2.68 -0.41 0.83
C -1.79 0.78 -1.92
C 0.67 0.16 1.13
N 1.14 1.82 -3.29
O -0.23 -1.14 2.25
C -0.07 -1.11 0.84
C 0.38 -1.74 -1.36
C 1.79 0.36 1.64
H 0.41 -0.29 -0.30
H 0.16 -1.11 0.25
H 0.26 1.13 0.30
H 0.16 0.42 -0.67
H -0.25 -0.11 -0.20
H -0.11 -0.17 0.05
H 0.59 -0.12 -0.89
H -0.30 0.83 0.54
H -0.07 0.09 -0.48
H -0.22 0.16 0.24
H 0.21 0.52 0.50
H -0.28 0.20 -0.59
H 0.41 -0.19 0.09
H -0.38 -0.09 0.78
H -0.38 0.16 -0.12
H 0.10 -0.46 -0.61
H -0.31 0.36 -0.91
H -0.17 0.22 0.42
H -0.14 -0.15 1.07
C -0.26 -1.18 -0.01
C 0.61 -0.07 -0.14
C 0.70 0.99 2.35
C -0.93 -0.13 -0.30
C -0.35 1.36 0.08
C 0.26 0.35 0.38
N 0.01 1.64 -0.49
O 0.80 -1.98 0.29
C 1.83 0.08 -1.57
C -0.45 -0.41 0.52
C -1.54 0.27 -0.94
H -0.74 0.40 0.37
H 0.55 0.43 0.01
H 0.44 0.42 0.30
H -0.52 0.12 -1.58
H 0.55 0.04 -0.56
H 0.07 0.35 0.07
H 0.72 -0.14 -0.36
H -0.05 -0.77 0.03
H -0.26 -0.05 0.14
H -1.34 -0.57 0.46
H -0.77 -0.03 0.65
H 0.22 -0.02 -1.00
H -0.25 0.05 0.25
H -0.27 -0.48 0.27
H -0.26 0.24 0.02
H -0.31 0.14 0.26
H 0.42 -0.40 0.59
H 0.26 -0.34 -0.44
H 0.65 -0.32 0.31
C -0.28 -1.02 -0.28
C 0.14 -0.16 -1.49
C 0.29 -0.04 1.31
C -0.90 0.16 -0.87
C 0.57 -0.94 0.75
C -1.27 1.17 0.17
N 3.06 0.82 -2.72
O -1.70 -0.45 1.33
C 0.61 -1.09 0.37
C 1.68 1.95 -0.32
C -0.41 1.36 0.52
H 0.10 -0.08 0.54
H -0.44 0.54 -0.16
H 0.15 -0.08 0.17
H -0.08 0.35 -0.02
H 0.29 0.04 -0.02
H -0.69 -0.01 0.06
H 0.50 0.15 0.16
H -0.71 -0.68 0.08
H 0.30 -0.03 0.71
H -0.79 -0.22 -0.53
H 1.07 -0.46 -0.21
H -0.73 -0.52 -0.12
H -0.27 -0.14 -0.03
H -0.03 0.37 0.07
H -0.38 -0.53 -0.02
H -0.22 -0.79 -0.94
H 0.19 0.25 0.15
H -0.20 0.00 0.73
H 0.22 0.03 0.78
C -0.65 0.02 -0.09
C 2.13 -2.83 1.01
C 0.04 2.71 0.33
C 1.13 0.37 -1.57
C -1.34 -0.26 -0.02
C 0.82 1.06 2.17
N 2.00 0.22 1.04
O -0.94 0.35 0.44
C 1.26 -0.55 0.35
C -1.10 -1.06 -1.70
C -0.45 0.83 0.02
H -1.26 0.51 -0.18
H 0.96 0.78 -0.78
H 0.11 -0.08 0.05
H -0.57 -0.34 -0.55
H -0.03 -0.63 -0.79
H -0.01 0.12 0.06
H -0.60 -0.52 0.08
H 0.06 -1.22 -0.44
H -0.69 0.33 -0.15
H -0.30 0.02 0.13
H -0.06 0.12 -0.25
H -0.54 0.48 -0.04
H -0.42 0.00 0.16
H -0.21 -0.28 0.62
H 0.44 0.46 -0.40
H -0.21 0.06 0.60
H -0.25 0.25 -0.04
H 0.30 -0.78 -0.20
H 0.22 -0.22 0.19

The total energy comes out at -175047.495 eV. The value obtained for the HOMO energy is -0.2732 Ha. For the HOMO-LUMO gap, the calculation gives 7.758 eV. The value obtained for the LUMO energy is 0.3 eV.